[1]
{"formula": "C31H56Cl4N4O19", "method": "ωB97M-V/def2-TZVPD", "symbols": ["Cl", "Cl", "Cl", "Cl", "O", "O", "O", "O", "O", "O", "O", "O", "O", "O", "O", "O", "O", "O", "O", "O", "O", "O", "O", "N", "N", "N", "N", "C", "C", "C", "C", "C", "C", "C", "C", "C", "C", "C", "C", "C", "C", "C", "C", "C", "C", "C", "C", "C", "C", "C", "C", "C", "C", "C", "C", "C", "C", "C", "H", "H", "H", "H", "H", "H", "H", "H", "H", "H", "H", "H", "H", "H", "H", "H", "H", "H", "H", "H", "H", "H", "H", "H", "H", "H", "H", "H", "H", "H", "H", "H", "H", "H", "H", "H", "H", "H", "H", "H", "H", "H", "H", "H", "H", "H", "H", "H", "H", "H", "H", "H", "H", "H", "H", "H"], "positions_angstrom": [[8.738, -17.109, 8.587], [10.982, -19.679, 8.625], [15.871, -23.744, 12.837], [13.109, -21.692, 13.213], [11.452, -26.221, 11.042], [11.706, -14.485, 12.548], [12.321, -15.167, 10.539], [13.708, -13.823, 11.619], [7.124, -13.474, 11.921], [5.145, -13.174, 13.070], [6.901, -24.767, 13.119], [8.667, -25.893, 16.870], [6.434, -17.751, 16.135], [10.464, -26.060, 15.566], [9.732, -24.117, 16.023], [10.938, -17.185, 18.141], [10.781, -24.716, 9.484], [9.144, -17.709, 13.035], [8.385, -23.115, 12.560], [6.975, -14.304, 13.871], [3.997, -19.075, 11.020], [7.537, -24.697, 11.011], [11.482, -23.987, 11.443], [4.246, -18.320, 16.388], [9.695, -19.747, 13.738], [5.963, -18.114, 10.449], [9.060, -18.231, 17.718], [15.695, -22.049, 12.298], [10.410, -23.359, 9.475], [12.516, -14.461, 11.593], [11.204, -25.076, 10.705], [5.227, -17.533, 14.234], [6.574, -25.733, 11.021], [11.358, -17.951, 8.485], [4.455, -18.644, 17.718], [9.971, -18.553, 13.216], [8.364, -14.239, 11.953], [5.224, -19.113, 11.015], [11.408, -18.293, 12.659], [14.877, -21.246, 13.283], [6.318, -13.663, 12.999], [13.290, -14.756, 9.534], [5.974, -20.412, 11.320], [8.319, -14.649, 13.494], [10.308, -17.092, 7.705], [10.982, -23.860, 15.237], [8.497, -20.281, 14.378], [7.734, -24.148, 12.289], [11.354, -25.304, 14.833], [5.299, -17.815, 15.680], [9.524, -25.387, 16.109], [9.045, -19.185, 18.676], [14.356, -14.004, 10.351], [9.400, -16.267, 16.536], [5.420, -16.860, 10.120], [5.884, -25.527, 12.328], [9.876, -17.244, 17.530], [11.267, -22.797, 10.630], [9.367, -23.135, 9.696], [16.661, -21.576, 12.123], [15.213, -22.072, 11.321], [6.535, -20.725, 10.439], [14.535, -13.009, 9.943], [10.928, -21.988, 11.277], [5.497, -16.522, 13.929], [9.674, -15.265, 16.866], [5.318, -19.282, 17.906], [8.281, -15.036, 11.215], [4.298, -17.732, 13.699], [14.859, -20.178, 13.069], [10.014, -19.683, 18.680], [8.156, -19.796, 18.520], [13.656, -15.693, 9.116], [13.071, -14.083, 8.704], [12.115, -19.091, 12.887], [3.610, -19.158, 18.178], [8.513, -21.370, 14.341], [11.719, -17.278, 12.907], [10.689, -22.910, 8.522], [10.728, -23.229, 14.386], [6.199, -16.100, 10.189], [6.953, -18.280, 10.564], [12.419, -25.481, 14.982], [11.132, -25.594, 13.806], [8.991, -14.198, 14.225], [9.256, -13.680, 11.672], [9.781, -16.491, 15.540], [8.220, -18.124, 17.167], [4.509, -17.761, 18.354], [4.687, -16.565, 10.871], [12.201, -22.345, 10.294], [4.960, -24.950, 12.311], [5.918, -18.212, 13.737], [10.310, -20.547, 13.694], [15.368, -14.403, 10.417], [15.222, -21.388, 14.307], [5.344, -21.296, 11.413], [7.565, -19.882, 13.976], [9.052, -18.714, 19.659], [5.697, -26.408, 12.942], [8.132, -15.697, 13.728], [11.052, -18.236, 11.630], [8.337, -16.439, 16.371], [6.646, -20.382, 12.178], [4.984, -16.912, 9.122], [3.363, -18.065, 15.970], [11.761, -23.401, 15.846], [12.332, -17.939, 7.994], [10.487, -16.017, 7.660], [10.094, -17.439, 6.694], [8.529, -19.950, 15.416], [7.207, -26.592, 10.798], [5.835, -25.770, 10.220], [11.567, -17.642, 9.509]], "smiles": "O=C1OCCO1.O=C1OCCO1.O=C1OCCO1.O=C1OCCO1.O=C1OCCO1.CNC(C)=O.CNC(C)=O.CNC(C)=O.CNC(C)=O.ClCCCl.ClCCCl", "total_energy_ha": -4704.1435, "mol_weight_g_mol": 930.6, "homo_ev": -8.71, "homo_lumo_gap_ha": 0.3056, "e_above_lowest_kcal_mol": 0.00, "spin_multiplicity": 1}


[2]
{"formula": "C31H56F5GaN7O", "method": "ωB97M-V/def2-TZVPD", "symbols": ["Ga", "F", "F", "F", "F", "F", "O", "N", "N", "N", "N", "N", "N", "N", "C", "C", "C", "C", "C", "C", "C", "C", "C", "C", "C", "C", "C", "C", "C", "C", "C", "C", "C", "C", "C", "C", "C", "C", "C", "C", "C", "C", "C", "C", "C", "H", "H", "H", "H", "H", "H", "H", "H", "H", "H", "H", "H", "H", "H", "H", "H", "H", "H", "H", "H", "H", "H", "H", "H", "H", "H", "H", "H", "H", "H", "H", "H", "H", "H", "H", "H", "H", "H", "H", "H", "H", "H", "H", "H", "H", "H", "H", "H", "H", "H", "H", "H", "H", "H", "H", "H"], "positions_angstrom": [[2.305, 3.985, 1.483], [-1.327, 1.937, 3.276], [-0.136, 1.876, 1.434], [-3.380, 2.798, 0.863], [-2.061, 1.274, 0.044], [-3.121, 0.884, 1.909], [2.644, 1.040, 1.620], [6.116, 3.355, 1.189], [3.107, -1.313, -7.285], [-2.005, -1.608, -3.929], [-7.753, -3.757, 2.780], [1.120, 4.232, -0.070], [1.755, 3.464, -3.768], [-2.179, -3.159, 6.846], [-1.210, 3.940, 1.999], [7.183, 2.942, 1.224], [-1.332, 1.481, -4.525], [-3.480, -1.757, 3.605], [4.228, 1.978, -7.411], [-1.323, -3.161, -0.885], [3.381, 2.241, 1.266], [-1.236, 2.441, 2.001], [-0.335, 2.639, -2.447], [2.678, 0.755, 2.991], [-1.986, -4.422, -1.429], [-7.136, -7.115, 2.228], [3.696, 2.175, -5.995], [1.116, 3.918, 3.157], [7.684, 0.150, 0.301], [3.325, 1.090, -8.276], [8.521, 2.351, 1.264], [-7.747, -4.723, 2.168], [-5.691, -6.849, 2.635], [-0.238, 4.607, 2.988], [-3.172, -3.141, 6.279], [-4.439, -3.118, 5.543], [-0.885, 1.355, -3.075], [8.681, 1.296, 0.164], [0.845, 3.103, -3.173], [-7.741, -5.972, 1.405], [-2.013, -1.743, -2.793], [-4.216, -3.023, 4.030], [3.202, -0.259, -7.718], [-2.025, -1.876, -1.334], [-2.477, 1.853, 1.210], [-1.529, -1.001, -0.910], [-5.026, -2.269, 5.894], [4.321, 2.951, -7.897], [3.284, -0.129, 3.190], [-1.741, 0.540, -4.873], [-2.475, -1.711, 4.025], [-5.288, -7.696, 3.191], [2.327, 1.523, -8.352], [9.699, 0.903, 0.202], [-1.081, 3.435, -2.456], [8.671, 1.901, 2.247], [7.845, -0.593, -0.480], [-1.324, -3.191, 0.206], [-7.166, -5.814, 0.491], [-3.063, -1.866, -0.998], [1.682, 4.167, -0.910], [-7.742, -7.278, 3.121], [-0.280, -3.133, -1.202], [0.797, 5.194, -0.027], [4.316, 2.288, 1.814], [8.556, 1.770, -0.811], [2.703, 2.619, -6.003], [3.730, 0.999, -9.284], [-0.126, 0.572, -3.008], [3.644, 2.127, 0.216], [-0.498, 1.741, -5.181], [1.660, 0.589, 3.339], [-5.059, -6.690, 1.760], [3.299, 5.270, 1.513], [3.063, 1.608, 3.547], [-7.185, -8.031, 1.637], [-1.737, 1.033, -2.473], [5.229, 1.543, -7.374], [-0.095, 5.640, 2.689], [-2.219, 4.247, 2.269], [-4.021, -0.863, 3.920], [4.348, 2.837, -5.428], [0.984, 2.923, 3.565], [-0.051, 2.469, -1.408], [-1.476, -5.312, -1.061], [1.658, 4.465, 3.930], [-1.952, -4.450, -2.518], [-4.986, -4.028, 5.791], [-3.656, -3.898, 3.691], [3.640, 1.230, -5.454], [-3.382, -1.723, 2.521], [-0.748, 4.651, 3.953], [9.256, 3.147, 1.144], [-1.050, 4.302, 0.992], [-5.191, -3.056, 3.540], [-5.614, -5.969, 3.275], [-8.767, -6.203, 1.120], [-3.033, -4.480, -1.119], [-2.103, 2.249, -4.633], [6.656, 0.505, 0.212], [7.789, -0.347, 1.267]], "total_energy_ha": -4097.4224, "total_charge": -1, "mol_weight_g_mol": 707.6, "homo_ev": -3.86, "homo_lumo_gap_ha": 0.2019, "spin_multiplicity": 1}